Below is a 4-piece molecular cluster, C23H42N2O11P2S overall in a non-equilibrium geometry, with properties calculated with ωB97M-V with the def2-TZVPD basis set.

SMILES = [H]/N=C\CN1C(=O)c2ccc([PH2]=S)c(CP(=O)(O)O)c2C1=O.COCCOC.COCCOC.COCCOC
Gap between HOMO and LUMO = 7.68 eV
E_tot = -2919.35266 Ha

Atoms and positions in Å:
1 S -2.627 -5.612 0.659
2 P -2.717 -5.057 -1.223
3 P -2.702 -1.348 1.919
4 O 5.682 3.413 -1.209
5 O 3.102 -0.631 6.717
6 O 2.556 -0.142 3.840
7 O 5.982 6.305 -1.810
8 O -8.228 0.103 -3.328
9 O -1.442 1.227 -0.120
10 O -3.705 -2.276 2.980
11 O -3.319 0.245 2.015
12 O -6.061 -1.901 -3.008
13 O 1.906 0.639 -2.869
14 O -1.250 -1.490 2.356
15 N 4.247 -0.393 0.393
16 N 0.877 0.574 -0.614
17 C 2.262 0.760 4.905
18 C 3.263 0.615 6.043
19 C 3.226 0.430 0.458
20 C 6.920 4.115 -1.313
21 C 5.064 3.209 -2.472
22 C -0.606 0.387 -0.492
23 C -0.757 -1.114 -1.024
24 C -1.808 -2.222 -0.759
25 C -5.885 -0.486 -3.031
26 C -6.356 -2.428 -4.294
27 C -0.318 -3.817 -2.439
28 C 4.111 -1.567 6.368
29 C 1.700 -0.048 0.487
30 C -3.078 -1.959 0.176
31 C 1.231 0.062 -1.982
32 C -1.544 -3.595 -1.483
33 C 4.664 6.542 -1.335
34 C 1.673 -1.258 3.817
35 C 0.463 -1.340 -1.983
36 C -7.103 0.231 -2.463
37 C 0.714 -2.665 -2.725
38 C -9.174 -0.841 -2.849
39 C 6.768 5.567 -0.878
40 H -3.752 0.398 2.884
41 H -0.127 -4.822 -2.962
42 H 4.196 -1.679 5.284
43 H -9.669 -0.453 -1.953
44 H -3.755 -1.188 -0.329
45 H -5.474 -2.360 -4.937
46 H -5.019 -0.262 -2.398
47 H -6.624 -3.480 -4.178
48 H 1.601 -2.771 -3.428
49 H 1.712 -1.191 0.460
50 H 4.081 6.974 -2.150
51 H -4.614 -2.090 2.623
52 H 3.072 1.402 6.781
53 H 6.349 5.631 0.131
54 H -5.661 -0.133 -4.043
55 H 4.289 0.738 5.679
56 H 4.067 2.799 -2.299
57 H -4.034 -4.676 -1.641
58 H -8.704 -1.803 -2.625
59 H 0.672 -0.935 3.518
60 H 5.073 -1.252 6.785
61 H -9.927 -0.994 -3.624
62 H 7.624 3.616 -0.639
63 H 4.181 5.615 -1.014
64 H 5.640 2.486 -3.057
65 H 7.324 4.050 -2.329
66 H -3.698 -2.928 0.270
67 H 1.248 0.265 1.497
68 H 4.688 7.255 -0.505
69 H 2.040 -1.973 3.077
70 H 3.843 -2.533 6.799
71 H -6.880 1.301 -2.388
72 H 3.886 -1.370 0.390
73 H 4.971 4.148 -3.025
74 H 7.760 6.032 -0.860
75 H 1.628 -1.757 4.789
76 H -7.338 -0.133 -1.456
77 H 1.236 0.621 5.265
78 H 2.339 1.772 4.493
79 H -7.195 -1.904 -4.759
80 H 3.434 1.555 0.485
81 H -2.220 -6.172 -2.002

Electronic structure analysis, Mulliken charges in units of e:
1. S -0.364
2. P 0.198
3. P 0.799
4. O -0.278
5. O -0.381
6. O -0.220
7. O -0.374
8. O -0.373
9. O -0.561
10. O -0.529
11. O -0.542
12. O -0.282
13. O -0.530
14. O -0.507
15. N -0.681
16. N -0.037
17. C -0.540
18. C -0.583
19. C 0.120
20. C -0.563
21. C -0.689
22. C 0.114
23. C 0.612
24. C 0.476
25. C -0.412
26. C -0.832
27. C -0.571
28. C -0.667
29. C -0.287
30. C -0.223
31. C 0.344
32. C 0.166
33. C -0.658
34. C -0.858
35. C -0.076
36. C -0.567
37. C -0.825
38. C -0.691
39. C -0.494
40. H 0.330
41. H 0.220
42. H 0.254
43. H 0.322
44. H -0.053
45. H 0.326
46. H 0.276
47. H 0.265
48. H 0.390
49. H 0.280
50. H 0.242
51. H 0.318
52. H 0.385
53. H 0.322
54. H 0.367
55. H 0.319
56. H 0.152
57. H 0.088
58. H 0.291
59. H 0.394
60. H 0.335
61. H 0.244
62. H 0.357
63. H 0.253
64. H 0.315
65. H 0.353
66. H 0.342
67. H 0.156
68. H 0.320
69. H 0.219
70. H 0.243
71. H 0.388
72. H 0.280
73. H 0.364
74. H 0.377
75. H 0.467
76. H 0.330
77. H 0.351
78. H 0.369
79. H 0.338
80. H 0.360
81. H 0.114